Here is a single C2H6N2O3S molecule at a distorted geometry from the Open Molecules 2025 dataset. Energies are from wB97M-V/def2-TZVPD.

XYZ file:
```
14
Properties=species:S:1:pos:R:3:lowdin_charge:R:1
H 3.7138 -0.1772 -0.0684 0.065
N 2.8489 -0.6000 0.1293 0.184
N 1.8827 0.1718 0.3053 -0.517
O 1.8219 1.3416 0.0245 0.020
O 0.8740 -0.4091 0.9741 -0.171
S -0.6615 -0.4971 -0.1332 0.798
C -1.9627 -1.4025 0.2615 -0.196
C -0.9931 1.2743 -0.2401 -0.135
O -0.2777 -0.8774 -1.4308 -0.333
H -1.7280 -2.4783 -0.1876 0.098
H -2.4058 -1.3184 1.2098 0.001
H -0.6171 1.9129 0.6048 0.094
H -0.4572 1.7063 -1.0089 0.033
H -2.0380 1.3531 -0.4404 0.059
```

The HOMO-LUMO gap comes out at 9.4 eV. As for the SMILES: [H]/N=[N+](\[O-])O[S@@](=C)(C)=O. The HOMO energy is -0.35348 Ha. For the energy relative to the best compared isomer or geometry (same formula, charge and spin), the calculation gives 7.6033 eV. Its total energy is -22121.4248 eV. Its total charge is 0.

***

Here is a single C2H6N2O3S molecule at a distorted geometry from the Open Molecules 2025 dataset. Energies are from wB97M-V/def2-TZVPD.

XYZ file:
```
14
Properties=species:S:1:pos:R:3:lowdin_charge:R:1
C 0.7329 0.1073 1.5892 -0.231
S 0.1990 0.6727 0.2089 0.702
C 0.5628 -0.6029 -0.9786 -0.176
O 0.7188 1.9262 -0.2134 -0.355
N -1.5797 1.0290 -0.3134 -0.039
N -2.5024 0.1795 -0.0340 -0.591
O -3.6476 0.4804 -0.1624 0.075
O -2.1353 -0.9211 0.2639 0.028
H 0.8777 0.7465 2.5228 0.071
H 0.6305 -0.9931 1.7704 0.056
H -0.0989 -0.2717 -1.8528 0.090
H 1.6748 -0.4520 -1.1703 0.096
H 0.1800 -1.6004 -0.5593 0.092
H -1.9597 1.9829 -0.6350 0.182
```

The HOMO-LUMO gap comes out at 10.1 eV. As for the SMILES: C=[S@](C)(=O)N[N+](=O)[O-]. The HOMO energy is -0.35774 Ha. For the energy relative to the best compared isomer or geometry (same formula, charge and spin), the calculation gives 6.5925 eV. Its total energy is -22122.4356 eV. Its total charge is 0.

***

Here is a single C2H6N2O4 molecule at a distorted geometry from the Open Molecules 2025 dataset. Energies are from wB97M-V/def2-TZVPD.

XYZ file:
```
14
Properties=species:S:1:pos:R:3:lowdin_charge:R:1
N 0.9425 0.7499 -2.0535 0.132
C 0.1407 0.9872 -0.6706 -0.521
O -0.2930 2.0592 -0.3368 0.075
N 0.2632 -0.2444 -0.2430 0.092
C -0.4094 -0.7201 0.9458 -0.717
O 0.2183 -1.8531 1.4486 0.067
O -1.7042 -1.0656 0.5725 0.072
O -0.4009 0.2415 1.9726 0.057
H 0.9669 -0.3471 -1.4958 0.190
H 1.7693 1.3332 -2.1463 0.115
H 0.3419 0.8616 -2.8652 0.116
H 0.9985 -1.5612 1.9361 0.112
H -2.1042 -1.5201 1.3267 0.115
H -0.7294 1.0789 1.6087 0.094
```

The HOMO-LUMO gap comes out at 10.4 eV. As for the SMILES: [NH3+]/C([O-])=N/C(O)(O)O. The HOMO energy is -0.36379 Ha. For the energy relative to the best compared isomer or geometry (same formula, charge and spin), the calculation gives 2.1685 eV. Its total energy is -13340.6431 eV. Its total charge is 0.

***

Here is a molecular structure, C2H6N2OS at a distorted geometry from the Open Molecules 2025 dataset. Energies are from wB97M-V/def2-TZVPD.

XYZ file:
```
12
Properties=species:S:1:pos:R:3:lowdin_charge:R:1
C -0.9766 0.1907 -0.0789 -0.677
C 0.2582 -0.4739 -0.0882 -0.579
H -1.0191 -1.3439 1.7111 0.131
H -1.0896 0.9498 0.9874 0.160
H -1.2878 0.8404 -1.0670 0.149
H -0.0798 -1.9052 1.0596 -0.106
H 2.1149 0.0154 -0.2188 0.147
H 1.6916 2.1033 -1.6935 0.278
N 0.6599 -1.5734 0.5331 0.103
N 1.2376 0.2951 -0.7390 -0.042
O 0.8102 1.7416 -0.8421 -0.190
S -2.3195 -0.8398 0.4363 0.626
```

The HOMO-LUMO gap comes out at 8.4 eV. The HOMO energy is -0.32732 Ha. For the energy relative to the best compared isomer or geometry (same formula, charge and spin), the calculation gives 7.9781 eV. Its total energy is -18026.8272 eV. Its total charge is 0.